1.
This record from the Open Molecules 2025 dataset describes C4H7N5 in the gas phase in a non-equilibrium geometry. The level of theory is the ωB97M-V functional and the def2-TZVPD basis.

HOMO-LUMO gap   9.82 eV
Energy relative to the best compared isomer or geometry (same formula, charge and spin)   370.6 kJ/mol
SMILES   CC/N=c1\nc[nH]nn1
E_HOMO   -0.346 hartree
LUMO   0.407 eV

Structure (XYZ):
```
16
Properties=species:S:1:pos:R:3:forces:R:3
N -0.200890 1.792542 2.382367 0.01 0.04 -1.03
H -0.467629 -1.507952 -0.973267 -0.13 0.40 -0.37
H 0.245399 0.666257 -3.071151 -0.20 -0.21 0.06
C 0.473992 -0.482599 2.242876 0.78 0.51 0.32
C -0.219452 0.627309 0.380582 0.88 -0.11 1.22
H -0.026608 0.628392 3.958995 -0.03 -0.32 -0.90
N -0.793422 0.599764 -0.726354 -0.29 -0.27 -0.60
N -0.237445 1.857315 1.139444 -0.19 0.23 0.13
H 1.392067 -0.315032 -2.201333 -0.50 -0.30 -0.26
C 0.381192 -0.340753 -2.656966 0.25 0.18 0.30
N -0.091646 0.551128 2.935819 -0.29 -0.37 2.05
H 1.003989 -1.285976 2.795496 -0.53 0.59 -0.18
C -0.701301 -0.599295 -1.561811 -0.08 -0.15 -1.00
H -1.671310 -0.745561 -2.117697 0.79 0.20 0.87
H 0.350805 -1.050931 -3.511912 -0.01 0.24 0.78
N 0.562258 -0.394607 0.984914 -0.46 -0.66 -1.39
```
Positions in Å, forces in eV/Å.

Results of the Löwdin charge analysis, in e, for atoms 1 through 4: number 1, N, carries 0.008; number 2, H, carries 0.093; number 3, H, carries 0.064; number 4, C, carries -0.186

=====

2.
This record from the Open Molecules 2025 dataset describes a 2-piece molecular cluster, C2H7BrSi overall in a non-equilibrium geometry. The level of theory is the ωB97M-V functional and the def2-TZVPD basis.

HOMO-LUMO gap (alpha / beta)   7.58 / 8.28 eV
Energy relative to the best compared isomer or geometry (same formula, charge and spin)   332.9 kJ/mol
E_HOMO (alpha / beta)   -0.337 / -0.313 hartree
LUMO (alpha / beta)   -1.581 / -0.225 eV

Structure (XYZ):
```
11
Properties=species:S:1:pos:R:3:forces:R:3
C 1.760394 -0.586030 1.421397 -0.50 -0.02 -0.23
Br -1.235943 -2.919521 -0.860931 0.40 -0.40 0.11
H 0.315631 0.170849 -1.713501 -0.67 0.51 0.43
H 1.771512 -0.243593 0.436346 0.34 0.24 -1.58
H -1.026563 1.370085 -1.186983 0.40 -0.19 -0.28
H 1.367003 0.141762 2.071600 -0.20 0.28 1.25
Si -1.412025 -0.860117 -0.025757 1.15 0.72 -1.95
H 1.920843 -1.617745 1.605707 0.08 -0.51 0.48
H -2.829829 -0.779165 -0.256237 -1.09 0.38 0.61
C -0.756665 0.343724 -1.469842 -0.07 -1.30 0.44
H -1.317635 0.026281 -2.380543 0.15 0.28 0.72
```
Positions in Å, forces in eV/Å.

Results of the Löwdin charge analysis, in e, for atoms 1 through 4: number 1, C, carries 0.091; number 2, Br, carries 0.188; number 3, H, carries 0.012; number 4, H, carries -0.055

=====

Copy entry 1 word for word.
This record from the Open Molecules 2025 dataset describes C4H7N5 in the gas phase in a non-equilibrium geometry. The level of theory is the ωB97M-V functional and the def2-TZVPD basis.

HOMO-LUMO gap   9.82 eV
Energy relative to the best compared isomer or geometry (same formula, charge and spin)   370.6 kJ/mol
SMILES   CC/N=c1\nc[nH]nn1
E_HOMO   -0.346 hartree
LUMO   0.407 eV

Structure (XYZ):
```
16
Properties=species:S:1:pos:R:3:forces:R:3
N -0.200890 1.792542 2.382367 0.01 0.04 -1.03
H -0.467629 -1.507952 -0.973267 -0.13 0.40 -0.37
H 0.245399 0.666257 -3.071151 -0.20 -0.21 0.06
C 0.473992 -0.482599 2.242876 0.78 0.51 0.32
C -0.219452 0.627309 0.380582 0.88 -0.11 1.22
H -0.026608 0.628392 3.958995 -0.03 -0.32 -0.90
N -0.793422 0.599764 -0.726354 -0.29 -0.27 -0.60
N -0.237445 1.857315 1.139444 -0.19 0.23 0.13
H 1.392067 -0.315032 -2.201333 -0.50 -0.30 -0.26
C 0.381192 -0.340753 -2.656966 0.25 0.18 0.30
N -0.091646 0.551128 2.935819 -0.29 -0.37 2.05
H 1.003989 -1.285976 2.795496 -0.53 0.59 -0.18
C -0.701301 -0.599295 -1.561811 -0.08 -0.15 -1.00
H -1.671310 -0.745561 -2.117697 0.79 0.20 0.87
H 0.350805 -1.050931 -3.511912 -0.01 0.24 0.78
N 0.562258 -0.394607 0.984914 -0.46 -0.66 -1.39
```
Positions in Å, forces in eV/Å.

Results of the Löwdin charge analysis, in e, for atoms 1 through 4: number 1, N, carries 0.008; number 2, H, carries 0.093; number 3, H, carries 0.064; number 4, C, carries -0.186

=====

Please write out number 2 again, unchanged.
This record from the Open Molecules 2025 dataset describes a 2-piece molecular cluster, C2H7BrSi overall in a non-equilibrium geometry. The level of theory is the ωB97M-V functional and the def2-TZVPD basis.

HOMO-LUMO gap (alpha / beta)   7.58 / 8.28 eV
Energy relative to the best compared isomer or geometry (same formula, charge and spin)   332.9 kJ/mol
E_HOMO (alpha / beta)   -0.337 / -0.313 hartree
LUMO (alpha / beta)   -1.581 / -0.225 eV

Structure (XYZ):
```
11
Properties=species:S:1:pos:R:3:forces:R:3
C 1.760394 -0.586030 1.421397 -0.50 -0.02 -0.23
Br -1.235943 -2.919521 -0.860931 0.40 -0.40 0.11
H 0.315631 0.170849 -1.713501 -0.67 0.51 0.43
H 1.771512 -0.243593 0.436346 0.34 0.24 -1.58
H -1.026563 1.370085 -1.186983 0.40 -0.19 -0.28
H 1.367003 0.141762 2.071600 -0.20 0.28 1.25
Si -1.412025 -0.860117 -0.025757 1.15 0.72 -1.95
H 1.920843 -1.617745 1.605707 0.08 -0.51 0.48
H -2.829829 -0.779165 -0.256237 -1.09 0.38 0.61
C -0.756665 0.343724 -1.469842 -0.07 -1.30 0.44
H -1.317635 0.026281 -2.380543 0.15 0.28 0.72
```
Positions in Å, forces in eV/Å.

Results of the Löwdin charge analysis, in e, for atoms 1 through 4: number 1, C, carries 0.091; number 2, Br, carries 0.188; number 3, H, carries 0.012; number 4, H, carries -0.055

=====

Copy entry 2 word for word.
This record from the Open Molecules 2025 dataset describes a 2-piece molecular cluster, C2H7BrSi overall in a non-equilibrium geometry. The level of theory is the ωB97M-V functional and the def2-TZVPD basis.

HOMO-LUMO gap (alpha / beta)   7.58 / 8.28 eV
Energy relative to the best compared isomer or geometry (same formula, charge and spin)   332.9 kJ/mol
E_HOMO (alpha / beta)   -0.337 / -0.313 hartree
LUMO (alpha / beta)   -1.581 / -0.225 eV

Structure (XYZ):
```
11
Properties=species:S:1:pos:R:3:forces:R:3
C 1.760394 -0.586030 1.421397 -0.50 -0.02 -0.23
Br -1.235943 -2.919521 -0.860931 0.40 -0.40 0.11
H 0.315631 0.170849 -1.713501 -0.67 0.51 0.43
H 1.771512 -0.243593 0.436346 0.34 0.24 -1.58
H -1.026563 1.370085 -1.186983 0.40 -0.19 -0.28
H 1.367003 0.141762 2.071600 -0.20 0.28 1.25
Si -1.412025 -0.860117 -0.025757 1.15 0.72 -1.95
H 1.920843 -1.617745 1.605707 0.08 -0.51 0.48
H -2.829829 -0.779165 -0.256237 -1.09 0.38 0.61
C -0.756665 0.343724 -1.469842 -0.07 -1.30 0.44
H -1.317635 0.026281 -2.380543 0.15 0.28 0.72
```
Positions in Å, forces in eV/Å.

Results of the Löwdin charge analysis, in e, for atoms 1 through 4: number 1, C, carries 0.091; number 2, Br, carries 0.188; number 3, H, carries 0.012; number 4, H, carries -0.055